The following is a DFT calculation (ωB97M-V with the def2-TZVPD basis set) of C12H24BeN3O21 as an isolated structure at a distorted geometry.

```
! RIJCOSX wB97M-V def2-TZVPD def2/J DEFGRID3
* xyz -2 2
Be -21.43 11.21 6.75
N -24.47 11.63 8.64
O -25.30 11.26 7.85
O -23.35 11.92 8.17
O -24.69 11.67 9.83
N -24.49 11.59 4.67
O -23.46 11.84 5.27
O -25.21 10.76 5.19
O -24.80 12.20 3.65
N -23.49 8.04 6.73
O -22.47 8.75 6.75
O -24.56 8.62 6.92
O -23.46 6.88 6.55
C -19.97 7.38 4.39
O -20.41 8.20 3.30
C -21.05 9.43 3.47
O -20.90 10.22 4.46
O -21.66 9.82 2.37
C -22.00 8.88 1.37
H -19.21 7.73 5.09
H -19.79 6.36 4.07
H -20.84 7.38 5.05
H -22.13 9.31 0.37
H -22.93 8.36 1.57
H -21.16 8.19 1.29
C -16.99 10.70 8.63
O -17.36 9.31 8.33
C -18.60 8.91 7.96
O -19.57 9.69 7.86
O -18.51 7.61 7.87
C -19.65 6.75 8.04
H -16.13 10.79 9.29
H -17.81 11.13 9.21
H -16.80 11.37 7.80
H -19.35 5.70 7.94
H -20.37 6.99 7.26
H -20.14 6.88 9.00
C -20.21 11.09 11.25
O -20.22 12.49 11.09
C -20.15 12.99 9.86
O -20.24 12.34 8.82
O -19.91 14.38 9.97
C -19.62 15.08 11.16
H -20.23 10.84 12.31
H -19.38 10.55 10.80
H -21.18 10.74 10.88
H -19.39 16.13 10.95
H -18.71 14.77 11.68
H -20.53 14.97 11.76
C -17.63 10.11 4.20
O -17.28 11.48 4.34
C -18.07 12.23 5.03
O -19.05 11.96 5.72
O -17.65 13.56 4.86
C -18.34 14.71 5.46
H -18.43 10.14 3.46
H -18.01 9.66 5.12
H -16.84 9.45 3.84
H -18.57 14.60 6.52
H -19.19 14.95 4.82
H -17.75 15.62 5.38
*
```

## Properties
Kohn-Sham gap (spin up / spin down), eV: 3.9499 / 4.4790
Lowest unoccupied orbital energy (spin up / spin down), eV: 3.87 / 3.86
Expectation value of S²: 0.751

***

The following is a DFT calculation (ωB97M-V with the def2-TZVPD basis set) of a 6-piece molecular cluster, C12H24Br12 overall at a distorted geometry.

```
! RIJCOSX wB97M-V def2-TZVPD def2/J DEFGRID3
* xyz 0 1
Br 27.28 18.68 15.95
C 26.02 17.46 15.05
C 25.73 16.31 15.99
Br 24.34 15.22 15.11
H 26.41 17.04 14.12
H 25.17 18.05 14.72
H 25.26 16.69 16.89
H 26.60 15.69 16.10
Br 23.23 16.89 20.75
C 24.95 17.75 20.26
C 25.24 18.83 21.25
Br 26.87 19.70 20.78
H 24.89 18.15 19.24
H 25.74 17.00 20.28
H 25.18 18.51 22.30
H 24.43 19.55 21.21
Br 27.18 14.79 19.26
C 28.85 13.80 18.89
C 29.97 14.78 18.71
Br 29.75 15.84 17.01
H 28.75 13.06 18.10
H 28.95 13.19 19.78
H 30.93 14.26 18.69
H 29.98 15.51 19.50
Br 31.59 21.57 18.95
C 30.09 20.27 18.87
C 30.59 18.88 19.20
Br 30.94 18.69 21.14
H 29.67 20.32 17.87
H 29.36 20.60 19.61
H 31.56 18.79 18.72
H 29.95 18.07 18.88
Br 23.90 19.51 24.39
C 23.41 20.80 25.80
C 22.59 20.12 26.84
Br 21.68 21.40 28.02
H 23.06 21.68 25.27
H 24.34 21.22 26.19
H 23.22 19.50 27.47
H 21.81 19.48 26.44
Br 20.45 25.33 20.22
C 20.79 23.43 20.01
C 22.20 23.15 20.50
Br 22.50 21.21 20.35
H 20.76 23.15 18.96
H 19.99 22.90 20.51
H 22.33 23.44 21.54
H 22.96 23.67 19.93
*
```

## Properties
Kohn-Sham gap, eV: 10.2891
Lowest unoccupied orbital energy, eV: 0.25
Relative energy (zero: lowest compared OMol25 entry of this formula, charge and spin), kJ/mol: 84.5
SMILES string: BrCCBr.BrCCBr.BrCCBr.BrCCBr.BrCCBr.BrCCBr

***

The following is a DFT calculation (ωB97M-V with the def2-TZVPD basis set) of C12H24Cl2HfO8 as an isolated structure at a distorted geometry.

```
! RIJCOSX wB97M-V def2-TZVPD def2/J DEFGRID3
* xyz 2 1
Hf 0.09 -0.42 0.12
Cl 1.35 0.29 -2.14
Cl 2.42 -0.96 1.32
C -1.66 4.23 -2.48
O -1.14 3.04 -1.87
C -1.89 2.20 -1.23
O -1.39 1.26 -0.61
O -3.16 2.45 -1.33
C -4.12 1.77 -0.51
H -1.59 4.12 -3.56
H -0.95 5.00 -2.20
H -2.67 4.53 -2.22
H -4.43 2.37 0.34
H -3.77 0.77 -0.25
H -5.00 1.63 -1.14
C 0.52 4.91 1.90
O 0.33 3.63 1.32
C 1.28 2.82 1.00
O 1.06 1.69 0.59
O 2.47 3.29 1.23
C 3.61 2.43 1.05
H 0.68 5.67 1.13
H 1.30 4.94 2.66
H -0.41 5.19 2.40
H 3.55 1.60 1.75
H 4.48 3.06 1.20
H 3.69 2.02 0.04
C -1.95 -3.30 2.94
C -0.64 -3.28 2.23
O -0.29 -2.31 1.55
C 0.23 -4.47 2.36
H -2.69 -2.55 2.67
H -1.75 -3.15 4.01
H -2.38 -4.30 2.82
H 0.56 -4.63 3.39
H 1.09 -4.36 1.70
H -0.28 -5.37 2.00
C 2.15 -4.31 -1.67
C 1.15 -3.22 -1.98
O 0.77 -2.46 -1.10
C 0.63 -3.14 -3.39
H 1.51 -5.07 -1.21
H 2.90 -3.89 -0.99
H 2.70 -4.57 -2.57
H 0.33 -4.07 -3.85
H 1.45 -2.68 -3.96
H -0.16 -2.39 -3.46
*
```

## Properties
Kohn-Sham gap, eV: 7.9947
Lowest unoccupied orbital energy, eV: -7.75
Relative energy (zero: lowest compared OMol25 entry of this formula, charge and spin), kJ/mol: 108.1

***

The following is a DFT calculation (ωB97M-V with the def2-TZVPD basis set) of C12H24Cl2N2SYb as an isolated structure at a distorted geometry.

```
! RIJCOSX wB97M-V def2-TZVPD def2/J DEFGRID3
* xyz -1 2
Yb 1.18 -0.09 -0.89
Cl 1.22 -2.52 -0.47
Cl 2.72 1.71 -0.10
C 2.34 0.05 -2.77
H 3.04 0.88 -2.72
H 2.70 -0.91 -3.16
C -0.09 1.06 -2.76
C 1.01 0.47 -3.49
H 0.19 1.87 -2.05
C 0.60 -0.80 -4.30
H 1.37 1.25 -4.22
C -0.62 -0.46 -5.16
H 1.43 -1.11 -4.95
H 0.40 -1.62 -3.59
C -1.81 -0.07 -4.31
H -0.36 0.38 -5.82
H -0.88 -1.31 -5.80
C -1.50 0.94 -3.17
H -2.60 0.32 -4.95
H -2.23 -0.97 -3.85
H -1.91 1.93 -3.46
H -2.09 0.62 -2.30
C -2.70 0.06 3.00
N -1.42 -0.08 3.70
C -1.51 -0.11 5.15
C -0.28 0.14 2.99
S -0.47 0.85 1.46
N 0.94 -0.28 3.45
C 1.42 -0.02 4.80
C 2.02 -0.51 2.48
H -3.48 -0.36 3.64
H -2.67 -0.47 2.05
H -2.93 1.12 2.80
H -1.11 -1.04 5.57
H -1.02 0.76 5.62
H -2.57 -0.06 5.41
H 2.39 -0.53 4.90
H 1.59 1.05 5.00
H 0.76 -0.45 5.56
H 1.73 -1.25 1.72
H 2.31 0.43 1.97
H 2.88 -0.88 3.05
*
```

## Properties
Kohn-Sham gap (spin up / spin down), eV: 4.3489 / 4.3439
Lowest unoccupied orbital energy (spin up / spin down), eV: 2.28 / 2.28
Expectation value of S²: 0.751
Relative energy (zero: lowest compared OMol25 entry of this formula, charge and spin), kJ/mol: 0.0

***

The following is a DFT calculation (ωB97M-V with the def2-TZVPD basis set) of C12H24Cl2N4O2PSn as an isolated structure at a distorted geometry.

```
! RIJCOSX wB97M-V def2-TZVPD def2/J DEFGRID3
* xyz 3 1
C -5.02 4.04 2.67
C -4.08 2.93 2.33
H -4.46 4.86 3.13
H -5.78 3.70 3.39
H -5.51 4.42 1.77
O -2.88 2.89 2.50
Cl -4.92 1.59 1.59
Sn -0.51 0.53 0.06
P -0.43 1.79 -2.26
C 1.09 2.62 -2.67
C -0.93 0.68 -3.57
H -2.68 2.52 -1.73
H -1.83 3.50 -2.98
H -1.45 3.73 -1.23
C -1.74 3.00 -2.01
H -1.86 0.16 -3.32
H -1.08 1.34 -4.43
H 0.85 3.15 -3.59
H 1.89 1.88 -2.84
H -0.12 -0.04 -3.78
H 1.37 3.32 -1.87
C 1.71 1.25 0.16
O 2.90 1.31 0.27
Cl -2.79 -0.32 -0.49
C 1.98 -1.61 -0.65
N 0.92 -1.30 0.44
C 1.58 -1.06 1.86
N 2.44 -2.22 2.23
C 3.42 -2.40 1.10
N 2.82 -2.77 -0.24
C 1.90 -3.93 -0.02
N 0.84 -3.73 1.00
C 0.04 -2.54 0.60
C 1.54 -3.40 2.28
H 2.61 -0.76 -0.84
H 1.39 -1.93 -1.54
H 0.72 -1.02 2.55
H 2.19 -0.16 1.87
H 4.11 -3.20 1.38
H 3.96 -1.46 0.97
H 1.43 -4.13 -0.97
H 2.52 -4.76 0.31
H -0.70 -2.31 1.37
H -0.44 -2.73 -0.37
H 2.17 -4.25 2.55
H 0.80 -3.19 3.04
*
```

## Properties
Kohn-Sham gap (spin up / spin down), eV: 4.6539 / 2.5227
Lowest unoccupied orbital energy (spin up / spin down), eV: -12.87 / -15.02
Relative energy (zero: lowest compared OMol25 entry of this formula, charge and spin), kJ/mol: 0.0

***

The following is a DFT calculation (ωB97M-V with the def2-TZVPD basis set) of an isolated ion of composition C12H24F5IO2P and charge -1.

```
! RIJCOSX wB97M-V def2-TZVPD def2/J DEFGRID3
* xyz -1 1
C 4.14 2.72 0.87
O 3.23 3.67 0.37
C 2.44 3.15 -0.70
C 1.35 2.17 -0.26
C 0.34 1.88 -1.37
P -0.72 0.32 -0.97
O -1.26 0.21 -2.65
C -2.35 1.29 -0.63
C -2.77 1.20 0.85
C -4.28 1.02 1.03
I -4.81 -0.18 2.75
C -1.59 -1.37 -0.55
C -1.14 -2.08 0.75
C -0.25 -3.33 0.57
C 1.24 -3.12 0.83
F 1.69 -1.88 0.51
F 1.51 -3.30 2.17
C 2.14 -4.12 0.09
F 1.82 -5.39 0.42
F 3.43 -3.95 0.37
F 1.99 -4.02 -1.24
H 4.71 3.20 1.68
H 3.65 1.83 1.28
H 4.86 2.39 0.09
H 2.00 4.02 -1.19
H 3.10 2.65 -1.43
H 1.81 1.20 0.02
H 0.86 2.56 0.64
H 0.90 1.64 -2.29
H -0.26 2.76 -1.59
H 0.49 -0.47 -1.30
H -0.32 0.42 0.43
H -0.60 -0.30 -3.12
H -3.13 0.84 -1.26
H -2.28 2.33 -0.94
H -2.23 0.39 1.35
H -2.48 2.13 1.37
H -4.81 1.96 1.18
H -4.73 0.49 0.18
H -2.68 -1.23 -0.49
H -1.42 -2.03 -1.41
H -0.65 -1.38 1.43
H -2.04 -2.43 1.27
H -0.54 -4.10 1.30
H -0.39 -3.76 -0.42
*
```

## Properties
Kohn-Sham gap, eV: 6.4413
Lowest unoccupied orbital energy, eV: 2.50
Relative energy (zero: lowest compared OMol25 entry of this formula, charge and spin), kJ/mol: 0.0

***

The following is a DFT calculation (ωB97M-V with the def2-TZVPD basis set) of C12H24F6Hf2O8P2 as an isolated structure at a distorted geometry.

```
! RIJCOSX wB97M-V def2-TZVPD def2/J DEFGRID3
* xyz 4 1
Hf -2.55 -3.12 1.10
Hf 3.35 -0.94 2.41
F 4.01 -2.74 1.08
F -2.79 -1.35 2.54
O 1.70 -1.03 0.90
P 0.43 -0.90 0.01
O -0.78 -1.71 0.42
F 0.83 -1.20 -1.49
F -0.06 0.64 -0.01
O -0.75 -3.35 2.53
P 0.49 -3.31 3.51
O 1.78 -2.55 3.20
F 0.86 -4.88 3.78
F 0.02 -2.76 4.97
C -0.89 1.76 3.29
C -0.01 0.73 3.76
O 0.67 0.03 2.97
C 0.03 0.61 5.28
H -1.56 1.33 2.54
H -0.45 2.72 3.04
H -1.60 2.02 4.08
H -0.88 0.91 5.80
H 0.77 1.34 5.62
H 0.25 -0.41 5.59
C -0.75 0.37 -4.28
C -0.21 1.43 -5.19
O 0.52 1.26 -6.17
C -0.76 2.81 -5.01
H -0.22 -0.58 -4.39
H -1.80 0.21 -4.51
H -0.65 0.71 -3.25
H -1.77 2.94 -5.41
H -0.25 3.63 -5.52
H -0.85 2.86 -3.92
C -3.99 0.97 -0.35
C -4.37 -0.48 -0.57
O -3.55 -1.44 -0.28
C -5.83 -0.67 -0.92
H -4.78 1.70 -0.54
H -3.12 1.07 -1.00
H -3.70 1.08 0.70
H -6.31 -1.21 -0.10
H -5.97 -1.32 -1.78
H -6.29 0.32 -0.93
C 5.04 -0.96 -1.77
C 4.95 0.16 -0.84
O 4.32 0.00 0.21
C 5.50 1.51 -1.23
H 5.53 -0.69 -2.71
H 4.02 -1.30 -1.89
H 5.50 -1.83 -1.32
H 5.14 2.33 -0.61
H 5.20 1.82 -2.23
H 6.58 1.44 -1.11
*
```

## Properties
Kohn-Sham gap, eV: 1.6759
Lowest unoccupied orbital energy, eV: -15.53
Relative energy (zero: lowest compared OMol25 entry of this formula, charge and spin), kJ/mol: 509.8

***

The following is a DFT calculation (ωB97M-V with the def2-TZVPD basis set) of C12H24MoN2O4S as an isolated structure at a distorted geometry.

```
! RIJCOSX wB97M-V def2-TZVPD def2/J DEFGRID3
* xyz 4 1
Mo 0.95 0.30 -0.45
C 0.51 1.28 -3.12
C 0.19 2.53 -2.32
O 0.20 2.12 -0.87
C 0.51 3.22 0.08
C 1.16 2.58 1.30
O 2.02 1.51 0.72
C 2.93 0.71 1.58
C 3.74 -0.11 0.59
O 2.78 -0.52 -0.49
C 3.42 -0.74 -1.83
C 2.33 -0.54 -2.85
O 1.58 0.64 -2.33
H 0.89 1.54 -4.11
H -0.32 0.58 -3.22
H -0.80 2.92 -2.55
H 0.94 3.31 -2.42
H -0.42 3.72 0.35
H 1.18 3.91 -0.44
H 0.47 2.12 2.00
H 1.81 3.30 1.82
H 2.31 0.12 2.26
H 3.57 1.39 2.15
H 4.14 -1.01 1.05
H 4.53 0.46 0.11
H 3.83 -1.75 -1.85
H 4.21 0.00 -1.91
H 1.62 -1.38 -2.93
H 2.74 -0.31 -3.83
S -0.70 -1.09 0.27
C -2.28 -1.52 1.04
N -2.21 -2.19 2.16
C -3.43 -2.76 2.81
C -4.53 -2.94 1.78
C -4.72 -1.68 0.95
N -3.39 -1.24 0.41
H -1.31 -2.35 2.58
H -3.71 -2.09 3.62
H -3.12 -3.70 3.26
H -5.46 -3.14 2.31
H -4.32 -3.79 1.14
H -5.13 -0.85 1.52
H -5.35 -1.85 0.08
H -3.35 -0.75 -0.46
*
```

## Properties
Kohn-Sham gap (spin up / spin down), eV: 6.4917 / 6.5122
Lowest unoccupied orbital energy (spin up / spin down), eV: -15.94 / -15.92
Relative energy (zero: lowest compared OMol25 entry of this formula, charge and spin), kJ/mol: 43.4

***

The following is a DFT calculation (ωB97M-V with the def2-TZVPD basis set) of a 3-piece molecular cluster, C12H24N2O7S overall.

```
! RIJCOSX wB97M-V def2-TZVPD def2/J DEFGRID3
* xyz 0 1
C -2.73 -1.04 1.22
C -1.79 -1.81 0.70
C -0.35 -1.81 1.14
C 0.54 -0.67 0.57
O 1.25 -1.13 -0.53
O 1.53 -0.34 1.59
S 1.13 1.04 2.26
O 2.29 1.70 2.72
O 0.03 0.81 3.14
O 0.62 1.69 0.94
C -0.17 0.67 0.22
C -0.20 1.09 -1.22
H -2.52 -0.42 2.09
H -3.73 -0.98 0.80
H -2.06 -2.53 -0.07
H 0.12 -2.73 0.81
H -0.27 -1.78 2.23
H 1.95 -1.69 -0.18
H -1.17 0.73 0.64
H 0.68 0.76 -1.77
H -0.27 2.17 -1.25
H -1.09 0.69 -1.72
C 2.01 -5.38 -1.58
O 1.43 -4.91 -0.62
N 2.54 -4.65 -2.58
C 3.23 -5.24 -3.70
C 2.40 -3.21 -2.48
H 2.15 -6.47 -1.72
H 4.27 -4.89 -3.75
H 2.74 -4.99 -4.64
H 3.24 -6.32 -3.60
H 2.88 -2.87 -1.56
H 1.35 -2.93 -2.44
H 2.88 -2.73 -3.33
C -2.73 4.19 0.41
O -2.16 3.31 -0.21
N -2.15 4.94 1.36
C -2.88 5.98 2.06
C -0.76 4.70 1.70
H -3.79 4.44 0.24
H -2.41 6.95 1.91
H -2.91 5.77 3.14
H -3.90 6.02 1.69
H -0.12 4.83 0.83
H -0.63 3.67 2.06
H -0.46 5.39 2.48
*
```

## Properties
Kohn-Sham gap, eV: 10.0700
Lowest unoccupied orbital energy, eV: 0.65
Relative energy (zero: lowest compared OMol25 entry of this formula, charge and spin), kJ/mol: 111.2
SMILES string: C=CC[C@]1(O)OS(=O)(=O)O[C@H]1C.CN(C)C=O.CN(C)C=O

***

The following is a DFT calculation (ωB97M-V with the def2-TZVPD basis set) of C12H24N5O4PSW as an isolated structure.

```
! RIJCOSX wB97M-V def2-TZVPD def2/J DEFGRID3
* xyz 2 3
W -0.30 0.07 0.67
C 4.55 0.64 2.87
C 3.39 -0.22 3.17
N 3.31 -1.14 4.08
N 2.06 -1.67 3.99
C 1.35 -1.11 3.03
S -0.28 -1.40 2.51
N 2.17 -0.19 2.49
N 1.73 0.65 1.45
H 5.32 0.45 3.61
H 4.28 1.70 2.93
H 4.96 0.42 1.88
H 1.78 -2.41 4.62
H 2.42 0.65 0.70
H 1.64 1.61 1.81
N -0.94 2.77 2.33
C -0.82 1.86 1.62
C 2.05 0.44 -2.43
C 0.87 1.38 -2.28
C 1.18 2.65 -1.52
C 0.17 1.66 -3.59
O -0.20 0.68 -1.39
P -0.72 -0.91 -1.64
O -0.96 -1.37 -2.98
O 0.27 -1.49 -0.60
O -1.93 -0.56 -0.57
C -3.33 -1.34 -0.35
C -4.34 -0.27 -0.64
C -3.29 -1.76 1.10
C -3.35 -2.50 -1.31
H 2.81 0.96 -3.02
H 1.78 -0.47 -2.96
H 2.50 0.16 -1.47
H 2.03 3.15 -1.98
H 1.45 2.46 -0.47
H 0.34 3.34 -1.52
H 0.85 2.21 -4.23
H -0.72 2.27 -3.43
H -0.11 0.74 -4.10
H -4.25 0.58 0.04
H -5.34 -0.70 -0.51
H -4.26 0.08 -1.67
H -3.15 -0.91 1.77
H -2.55 -2.54 1.27
H -4.27 -2.19 1.35
H -3.33 -2.17 -2.35
H -4.29 -3.03 -1.15
H -2.54 -3.20 -1.13
*
```

## Properties
Kohn-Sham gap (spin up / spin down), eV: 7.2549 / 8.1942
Lowest unoccupied orbital energy (spin up / spin down), eV: -9.37 / -8.89
Expectation value of S²: 2.019